Entry 1:
{"formula": "C5H11N2O", "method": "the ωB97M-V functional and the def2-TZVPD basis", "species": ["C", "C", "C", "C", "C", "N", "N", "O", "H", "H", "H", "H", "H", "H", "H", "H", "H", "H", "H"], "coordinates": [[1.00, -2.45, 1.01], [1.97, -0.10, 1.13], [-1.86, 1.60, -0.37], [-1.15, -0.65, -1.15], [0.45, 1.13, -0.81], [1.41, -1.24, 1.26], [-0.72, 0.76, -0.85], [2.30, 0.60, 2.23], [1.71, -3.28, 0.99], [0.03, -2.79, 0.96], [-2.31, 1.94, -1.29], [-2.43, 0.82, 0.14], [-1.49, 2.44, 0.23], [-0.93, -1.15, -0.24], [-2.10, -0.72, -1.48], [-0.50, -0.99, -1.95], [1.14, 0.48, -1.27], [0.64, 2.22, -0.61], [2.82, 1.37, 2.07]], "nbo_charge": [-0.074, 0.323, -0.409, -0.405, 0.086, -0.393, -0.232, -0.660, 0.204, 0.183, 0.238, 0.229, 0.238, 0.231, 0.231, 0.233, 0.235, 0.235, 0.509], "total_charge": 1, "homo_lumo_gap_ev": 8.17, "lumo_energy_ev": -4.0}

Entry 2:
{"formula": "C5H11N2O", "method": "the ωB97M-V functional and the def2-TZVPD basis", "species": ["C", "C", "C", "C", "C", "N", "N", "O", "H", "H", "H", "H", "H", "H", "H", "H", "H", "H", "H"], "coordinates": [[-2.21, -1.11, -0.23], [-2.17, 0.33, 0.24], [0.30, -0.07, 0.06], [0.67, 0.65, -1.18], [2.70, -0.49, 0.48], [-1.27, -1.69, -0.65], [-0.76, 0.56, 0.80], [1.31, -0.52, 0.89], [-3.11, -1.61, -0.14], [-2.61, 0.99, -0.55], [-2.91, 0.46, 1.03], [-0.29, 0.91, -1.79], [1.24, -0.12, -1.70], [1.25, 1.48, -0.95], [2.70, -0.88, -0.51], [3.31, -1.17, 1.07], [3.13, 0.53, 0.57], [-0.47, 1.58, 0.81], [-0.80, 0.19, 1.77]], "nbo_charge": [-0.041, -0.291, 0.568, -0.728, -0.257, -0.239, -0.571, -0.504, 0.225, 0.272, 0.250, 0.254, 0.275, 0.233, 0.194, 0.236, 0.200, 0.457, 0.467], "total_charge": 1, "homo_lumo_gap_ev": [9.22, 8.43], "lumo_energy_ev": [-4.0, -4.1]}

The records above give, respectively, energy relative to the best compared isomer or geometry (same formula, charge and spin) values of 119.0; 130.7 kcal per mole.